No. 1
Formula: C17H32CaN7O4S
Source: OMol25
Level of theory: wB97M-V/def2-TZVPD

```
62
Properties=species:S:1:pos:R:3:mulliken_charge:R:1
Ca 0.54 0.17 -0.90 1.28
C 4.15 2.50 3.07 -1.07
N 3.70 1.21 2.54 0.01
C 3.62 0.16 3.51 -1.06
C 2.93 1.22 1.39 0.26
N 1.99 0.38 1.11 0.06
N 3.19 2.22 0.48 0.12
C 2.92 2.27 -0.87 0.42
N 3.20 3.47 -1.50 -0.62
N 2.45 1.26 -1.54 -0.56
H 4.59 3.04 2.21 0.38
H 4.96 2.18 3.76 0.36
H 3.28 3.03 3.55 0.26
H 4.64 -0.08 3.80 0.31
H 3.09 -0.72 3.16 0.42
H 3.06 0.47 4.38 0.37
H 1.81 -0.25 1.90 -0.13
H 3.63 3.04 0.88 0.01
H 3.09 4.28 -0.92 0.23
H 2.71 3.61 -2.39 0.29
H 2.86 1.29 -2.47 0.13
O 0.37 3.38 -2.85 -0.70
S -0.53 2.60 -2.03 1.45
O -1.91 3.48 -2.09 -0.43
O -0.89 1.27 -2.57 -0.81
O -0.25 2.47 -0.55 -0.63
C -5.36 -0.74 -1.18 -1.35
C -3.99 -1.03 -0.68 -0.31
N -3.46 -0.02 0.35 0.43
C -4.07 1.12 0.57 -0.93
C -3.58 2.50 0.17 -0.57
C -2.16 -0.23 0.81 0.67
C -1.79 0.50 2.10 -1.31
N -1.32 -0.87 0.09 -0.66
H -5.36 0.08 -1.91 0.25
H -6.10 -0.46 -0.40 0.33
H -5.80 -1.61 -1.67 0.40
H -3.33 -0.94 -1.57 0.17
H -3.81 -2.02 -0.17 0.39
H -5.16 1.04 0.88 0.28
H -1.57 4.36 -2.12 0.28
H -3.79 3.05 1.07 0.31
H -4.07 2.88 -0.70 0.27
H -2.45 2.41 -0.09 -0.11
H -2.63 0.58 2.77 0.36
H -1.43 1.48 1.85 0.22
H -1.05 -0.16 2.58 0.31
H -1.76 -1.49 -0.65 0.01
C 1.87 -2.12 -1.20 -2.28
C 1.22 -3.36 -1.26 1.38
C 0.98 -4.07 -2.45 -0.49
C 0.27 -5.26 -2.45 -0.44
C -0.30 -5.74 -1.22 -0.38
C 0.06 -5.14 -0.04 -0.63
C 0.81 -3.99 -0.08 -0.22
H 2.51 -1.76 -1.99 0.58
H 2.23 -1.91 -0.17 0.26
H 1.34 -3.60 -3.36 0.28
H 0.16 -5.86 -3.37 0.31
H -1.03 -6.56 -1.27 0.31
H -0.40 -5.53 0.89 0.29
H 1.11 -3.51 0.82 0.24
```

Summary:
Energy above the lowest of the compared OMol25 structures with the same formula, charge and spin, kJ/mol: 256.2
HOMO (alpha / beta), eV: -0.94 / -0.94
Frontier orbital gap (alpha / beta), eV: 2.69 / 2.69
Charge: -1
DFT total energy, eV: -66042.576

=====

No. 2
Formula: C17H32Cl4IN5O2PS
Source: OMol25
Level of theory: wB97M-V/def2-TZVPD

```
63
Properties=species:S:1:pos:R:3:mulliken_charge:R:1
C -0.36 1.60 1.72 -0.70
C -1.76 2.16 1.43 -1.35
C -2.00 2.79 0.06 0.26
Cl -3.68 3.46 0.08 -0.15
C -1.88 1.89 -1.18 -0.60
N -1.29 0.54 -0.92 1.01
N -2.15 -0.37 -0.29 -1.26
C -1.74 -1.05 0.64 0.49
S -1.36 -1.93 1.85 -0.28
C -0.47 0.20 -1.92 0.27
N -0.14 -1.00 -2.37 -0.08
C -0.59 -2.33 -1.95 -0.88
C -0.20 -3.35 -3.02 0.05
C 1.28 -3.36 -3.43 -1.25
Cl -1.28 -3.11 -4.43 -0.17
N -0.02 1.34 -2.49 -0.16
C -1.09 2.35 -2.48 -0.20
C -2.07 2.14 -3.69 -0.59
Cl -3.50 3.19 -3.45 -0.03
C -1.57 2.29 -5.13 0.15
C -0.33 1.48 -5.50 -1.16
Cl -1.34 4.00 -5.61 -0.12
P -0.13 4.00 -2.65 0.34
O -1.24 5.12 -2.33 -0.43
I 1.31 3.99 -0.65 -0.09
H -0.43 0.73 2.36 -0.10
H 0.25 2.33 2.24 0.38
H 0.18 1.30 0.82 0.17
H -1.98 2.95 2.15 0.67
H -2.53 1.40 1.60 0.44
H -1.37 3.67 -0.04 0.44
H -2.90 1.67 -1.51 0.72
H 0.52 -0.99 -3.14 0.25
H -0.17 -2.62 -0.99 0.20
H -1.67 -2.32 -1.87 0.55
H -0.45 -4.33 -2.61 0.47
H 1.79 -4.20 -2.96 0.33
H 1.82 -2.46 -3.12 0.36
H 1.38 -3.48 -4.50 0.38
H 0.65 1.29 -3.25 0.46
H -2.46 1.12 -3.63 0.46
H -2.40 1.95 -5.76 0.52
H 0.58 2.05 -5.32 0.34
H -0.30 0.54 -4.95 0.04
H -0.37 1.22 -6.56 0.43
H -2.08 4.86 -1.92 0.41
C 2.32 -3.29 6.28 -1.38
C 3.12 -2.68 5.14 0.37
C 3.16 -1.15 5.15 -0.74
O 1.97 -0.53 4.69 -0.28
C 0.95 -0.38 5.66 -0.71
N 2.62 -3.21 3.86 -0.69
H 1.25 -3.18 6.12 0.25
H 2.53 -4.36 6.34 0.34
H 2.58 -2.83 7.23 0.36
H 4.16 -3.01 5.24 0.43
H 3.94 -0.81 4.46 0.31
H 3.42 -0.77 6.14 0.40
H 1.37 -0.16 6.65 0.36
H 0.32 -1.27 5.73 0.25
H 0.33 0.46 5.35 0.23
H 3.23 -2.90 3.11 0.27
H 1.73 -2.76 3.68 0.23
```

Summary:
Energy above the lowest of the compared OMol25 structures with the same formula, charge and spin, kJ/mol: 0.0
HOMO, eV: -11.20
Frontier orbital gap, eV: 7.48
Charge: +1
DFT total energy, eV: -108001.285

=====

No. 3
Formula: C17H32ClF5NO4PSi
Source: OMol25
Level of theory: wB97M-V/def2-TZVPD

```
62
Properties=species:S:1:pos:R:3:mulliken_charge:R:1
C -3.77 -3.64 -1.63 -1.30
C -3.14 -2.60 -0.68 -0.43
C -2.70 -1.31 -1.37 0.02
C -1.36 -1.47 -2.07 -0.07
O -0.90 -0.19 -2.50 -0.38
C 0.48 0.08 -2.52 -0.43
P 1.48 -1.18 -3.41 0.30
N 1.33 -1.12 -4.96 -0.81
C 1.07 0.50 -1.16 0.54
C 1.25 -0.64 -0.13 -1.19
C 0.26 -0.66 1.03 0.84
O 0.61 -1.69 1.94 -0.53
Si 1.20 -1.34 3.45 0.72
C 1.31 -2.97 4.34 -1.20
C 2.89 -0.54 3.38 -1.05
C 0.01 -0.23 4.38 -0.94
O 0.22 1.53 -0.64 -0.07
C 0.73 2.73 -0.21 0.84
Cl 2.00 2.46 1.06 -0.13
C -0.41 3.57 0.39 -1.23
C -1.60 2.74 0.90 0.85
C -2.80 2.54 0.07 -0.90
O -2.75 3.51 1.17 -0.55
C 1.37 3.59 -1.36 0.52
F 1.55 4.82 -0.86 -0.34
F 0.44 3.66 -2.33 -0.27
C 2.72 3.25 -2.10 0.59
F 3.24 4.35 -2.60 -0.28
F 2.49 2.42 -3.11 -0.24
F 3.62 2.68 -1.32 -0.25
H -3.41 -4.65 -1.42 0.34
H -3.53 -3.40 -2.67 0.33
H -4.85 -3.65 -1.54 0.32
H -2.28 -3.04 -0.16 0.19
H -3.86 -2.34 0.10 0.53
H -3.45 -0.99 -2.10 0.55
H -2.58 -0.51 -0.64 -0.72
H -0.65 -1.94 -1.38 0.13
H -1.45 -2.12 -2.95 0.36
H 0.58 0.94 -3.20 0.51
H 1.20 -2.41 -2.78 0.08
H 2.76 -0.88 -2.89 0.06
H 1.08 -2.02 -5.37 0.25
H 2.06 0.92 -1.35 -0.02
H 2.25 -0.60 0.30 0.38
H 1.18 -1.61 -0.63 0.24
H 0.26 0.32 1.52 0.08
H -0.75 -0.87 0.68 -0.57
H 0.39 -3.54 4.17 0.29
H 2.15 -3.57 4.02 0.33
H 1.38 -2.80 5.42 0.34
H 3.10 0.02 2.47 0.26
H 3.65 -1.33 3.46 0.32
H 3.03 0.13 4.23 0.36
H -0.86 -0.80 4.71 0.26
H 0.53 0.18 5.26 0.41
H -0.35 0.62 3.79 0.20
H -0.80 4.24 -0.37 0.43
H 0.00 4.15 1.21 0.37
H -1.36 1.97 1.63 0.04
H -2.83 3.00 -0.91 0.30
H -3.45 1.71 0.30 0.41
```

Summary:
HOMO, eV: -8.97
Frontier orbital gap, eV: 9.51
SMILES string: CCCCO[C@H]([PH2]=N)[C@H](CCO[Si](C)(C)C)O[C@](Cl)(C[C@@H]1CO1)C(F)(F)C(F)(F)F
Charge: 0
DFT total energy, eV: -71103.828

=====

No. 4
Formula: C17H32FN4O4PS
Source: OMol25
Level of theory: wB97M-V/def2-TZVPD

```
60
Properties=species:S:1:pos:R:3:mulliken_charge:R:1
C -1.25 -6.01 4.30 -0.63
O -1.31 -5.62 2.88 -0.25
C -0.01 -5.19 2.36 -0.45
P 0.26 -5.63 0.49 0.07
N 0.95 -4.25 -0.41 0.06
C 2.47 -4.39 -0.18 -0.77
C 0.48 -2.91 0.09 0.29
C -1.03 -2.49 0.58 -0.46
O 1.41 -1.91 0.09 -0.53
S -1.67 -6.06 -0.46 1.00
O -2.25 -4.85 -1.23 -0.50
O -1.32 -7.13 -1.57 -0.56
F -2.78 -6.83 0.59 -0.25
H -1.49 -5.06 4.97 0.25
H -2.16 -6.76 4.49 0.21
H -0.26 -6.57 4.61 0.28
H 0.87 -5.77 2.92 0.42
H 0.17 -4.06 2.60 0.30
H 3.10 -3.67 -0.85 0.24
H 2.83 -5.49 -0.45 0.36
H 2.71 -4.27 0.98 0.30
H -1.68 -3.42 0.95 0.15
H -1.62 -1.81 -0.17 0.13
H -0.89 -1.83 1.56 0.31
C -2.89 1.51 -2.95 -0.79
C -3.72 1.87 -1.72 -0.58
C -2.87 2.43 -0.58 0.08
C -1.84 1.40 -0.15 0.35
N -0.99 0.55 0.21 -0.57
H -2.16 0.73 -2.74 0.30
H -3.54 1.14 -3.75 0.34
H -2.36 2.39 -3.33 0.16
H -4.25 0.97 -1.38 0.34
H -4.48 2.60 -2.00 0.32
H -3.51 2.68 0.27 0.34
H -2.36 3.35 -0.90 -0.11
C -0.03 6.11 -1.18 -0.90
C 0.42 6.56 -2.56 -0.46
C -0.74 6.67 -3.56 -0.43
C -1.41 5.31 -3.72 0.36
N -1.96 4.19 -3.86 -0.66
H -0.47 5.11 -1.20 0.12
H 0.82 6.07 -0.49 0.32
H -0.77 6.81 -0.76 0.33
H 1.17 5.85 -2.94 0.29
H 0.91 7.53 -2.48 0.32
H -0.37 7.01 -4.53 0.29
H -1.48 7.40 -3.21 0.28
C 2.60 0.48 2.18 -0.90
C 3.97 0.59 1.53 -0.41
C 4.59 1.98 1.69 -0.46
C 3.70 3.02 1.03 0.34
N 2.95 3.88 0.49 -0.52
H 1.88 1.16 1.72 0.31
H 2.21 -0.54 2.07 0.07
H 2.66 0.71 3.25 0.36
H 3.88 0.35 0.47 0.26
H 4.64 -0.15 1.98 0.34
H 5.58 2.01 1.21 0.30
H 4.72 2.23 2.75 0.29
```

Summary:
Energy above the lowest of the compared OMol25 structures with the same formula, charge and spin, kJ/mol: 710.6
HOMO, eV: -9.66
Frontier orbital gap, eV: 8.78
SMILES string: COCP(N(C)C(C)=O)S(=O)(=O)F.CCCC#N.CCCC#N.CCCC#N
Charge: 0
DFT total energy, eV: -55130.756

=====

No. 5
Formula: C17H32N3OPSiZr
Source: OMol25
Level of theory: wB97M-V/def2-TZVPD

```
56
Properties=species:S:1:pos:R:3:mulliken_charge:R:1
Zr -0.04 -0.08 0.00 0.89
Si 0.44 -2.02 -1.61 0.81
P 0.65 1.37 -2.18 0.95
N -1.90 0.38 -0.34 -0.66
H 3.86 1.72 1.27 0.14
C 0.94 3.17 -2.09 -1.31
H 1.27 3.54 -3.07 0.39
H 1.72 3.39 -1.34 0.35
H 0.01 3.67 -1.79 0.35
C 2.09 0.85 -3.19 -1.10
H 2.16 1.52 -4.06 0.45
H 1.96 -0.19 -3.53 0.24
H 3.02 0.91 -2.61 0.24
C -0.72 1.32 -3.42 -1.19
H -0.41 1.91 -4.29 0.44
H -1.63 1.73 -2.97 0.30
H -0.91 0.28 -3.71 0.27
C 2.10 -2.91 -1.71 -1.14
H 2.53 -3.12 -0.73 0.27
H 2.87 -2.38 -2.27 0.27
H 1.99 -3.88 -2.20 0.41
H -0.45 -2.97 -0.88 -0.27
H 0.00 -1.90 -3.04 -0.28
C -3.19 0.35 -0.63 0.14
C -5.42 1.17 -0.22 -0.40
C -4.07 1.29 -0.04 -0.56
C -3.71 -0.70 -1.49 -0.07
C -5.06 -0.79 -1.65 -0.44
C -5.93 0.12 -1.03 -0.40
H -6.11 1.87 0.27 0.34
H -3.61 2.06 0.60 0.32
H -2.99 -1.41 -1.91 0.22
H -5.50 -1.61 -2.25 0.31
H -7.02 0.01 -1.15 0.31
C 3.31 0.25 0.80 0.29
O 2.18 -0.07 0.31 0.07
C 3.23 1.09 2.04 -0.94
H 4.00 1.08 2.84 0.33
H 2.52 0.38 2.67 0.00
H 2.40 1.84 2.07 0.10
C 4.55 -0.03 0.09 -1.50
H 5.06 0.92 -0.04 0.47
H 4.40 -0.48 -0.91 0.21
H 5.22 -0.61 0.72 0.35
C -0.92 -0.51 5.58 -0.88
N -0.50 -0.92 4.26 0.19
C -0.18 -2.23 3.85 -0.62
C 0.05 -2.17 2.51 -0.42
N -0.23 -0.89 2.06 0.15
C -0.52 -0.13 3.14 -0.52
H -1.79 -1.09 5.91 0.35
H -0.12 -0.64 6.34 0.32
H -1.19 0.55 5.56 0.30
H -0.12 -3.04 4.54 0.43
H 0.42 -2.92 1.80 0.40
H -0.69 0.93 3.14 0.38
```

Summary:
HOMO (alpha / beta), eV: -4.57 / -4.58
Frontier orbital gap (alpha / beta), eV: 4.62 / 4.62
Charge: 0
DFT total energy, eV: -43106.505

=====

No. 6
Formula: C17H32N4O6
Source: OMol25
Level of theory: wB97M-V/def2-TZVPD

```
59
Properties=species:S:1:pos:R:3:mulliken_charge:R:1
C -4.41 7.14 -3.13 -0.74
O -4.02 6.16 -2.19 -0.29
C -4.98 5.47 -1.42 -0.46
C -4.27 4.42 -0.49 -0.60
O -3.84 3.27 -1.28 -0.28
C -3.13 2.33 -0.56 -0.41
C -2.85 1.05 -1.49 -0.59
O -2.21 0.07 -0.61 -0.14
C -1.92 -1.15 -1.26 -1.26
H -3.49 7.33 -3.67 0.24
H -4.78 8.08 -2.71 0.28
H -5.11 6.73 -3.86 0.32
H -5.56 4.91 -2.15 0.27
H -5.62 6.17 -0.89 0.39
H -5.03 4.03 0.19 0.38
H -3.38 4.76 0.03 0.36
H -3.76 1.99 0.26 0.27
H -2.29 2.92 -0.20 0.33
H -2.19 1.35 -2.31 0.26
H -3.73 0.61 -1.98 0.28
H -1.41 -1.75 -0.51 0.44
H -1.35 -0.96 -2.17 0.31
H -2.84 -1.70 -1.48 0.35
C 4.34 -0.43 -0.07 -0.99
O 4.23 -1.69 0.60 -0.24
C 5.03 -2.64 0.31 0.59
O 5.87 -2.68 -0.59 -0.62
O 4.71 -3.64 1.08 -0.26
C 5.59 -4.67 1.40 -0.73
H 5.39 -0.20 -0.21 0.45
H 3.80 0.31 0.51 0.26
H 3.71 -0.50 -0.96 0.53
H 6.59 -4.28 1.59 0.29
H 5.51 -5.21 0.46 0.38
H 5.23 -5.27 2.24 0.20
C -1.44 -2.27 3.10 -1.34
C -1.66 -1.28 1.97 0.92
N -1.72 -0.53 1.06 -0.34
H -2.18 -2.17 3.90 0.33
H -0.46 -2.18 3.57 0.33
H -1.37 -3.28 2.69 0.34
C 1.28 -1.36 3.27 -0.14
C 0.54 -0.46 4.15 0.48
N -0.07 0.29 4.77 -0.45
H 2.11 -0.73 2.95 0.17
H 0.62 -1.56 2.43 -0.61
H 1.80 -2.11 3.88 0.45
C 0.13 -1.05 0.12 -1.21
C 1.53 -1.10 -0.32 0.21
N 2.62 -1.16 -0.75 -0.60
H -0.48 -0.49 -0.59 0.35
H 0.28 -0.52 1.05 0.51
H -0.27 -2.06 0.22 0.63
C 3.47 -2.63 -1.93 -0.58
C 3.49 -3.88 -1.22 0.57
N 3.57 -4.87 -0.65 -0.65
H 3.63 -1.87 -1.16 0.32
H 2.47 -2.45 -2.33 0.36
H 4.31 -2.61 -2.62 0.35
```

Summary:
HOMO, eV: -8.82
Frontier orbital gap, eV: 9.10
Charge: 0
DFT total energy, eV: -36375.630

=====

No. 7
Formula: C17H33As3N4O6W
Source: OMol25
Level of theory: wB97M-V/def2-TZVPD

```
64
Properties=species:S:1:pos:R:3:mulliken_charge:R:1
W 0.31 -0.92 0.26 0.57
N -2.87 1.75 -0.72 -0.55
N -1.47 1.92 -0.87 0.04
C -0.75 0.80 -1.00 0.48
O 0.54 0.78 -0.95 -0.70
O -1.28 -0.38 -0.97 -0.63
H -3.30 1.55 -1.61 0.26
H -3.24 2.64 -0.38 0.28
H -1.16 2.70 -1.44 0.35
C -3.34 -1.81 0.74 -1.20
As -1.66 -1.87 1.68 1.04
C -1.36 -3.73 2.06 -1.31
C -2.09 -1.05 3.39 -1.87
C -0.95 -0.58 4.31 1.80
C -1.62 -0.21 5.65 -2.19
C -0.33 0.72 3.77 -1.71
As 0.86 0.65 2.24 1.33
C 2.65 0.24 2.84 -1.40
C 0.99 2.51 1.74 -1.28
C 0.08 -1.69 4.52 -1.02
As 1.53 -1.29 5.84 0.25
C 2.61 -2.85 5.35 -1.08
C 0.71 -2.08 7.43 -1.16
H -4.07 -2.36 1.34 0.50
H -3.23 -2.28 -0.23 0.38
H -3.65 -0.77 0.62 0.35
H -2.16 -4.07 2.72 0.55
H -0.40 -3.87 2.54 0.26
H -1.39 -4.29 1.13 0.44
H -2.67 -1.82 3.89 0.72
H -2.77 -0.22 3.17 0.57
H -2.42 0.51 5.50 0.47
H -0.89 0.24 6.33 0.48
H -2.03 -1.10 6.13 0.46
H 0.27 1.21 4.54 0.67
H -1.12 1.41 3.48 0.64
H 2.83 0.76 3.78 0.57
H 3.34 0.57 2.08 0.53
H 2.76 -0.84 2.99 0.11
H 1.50 3.04 2.55 0.51
H -0.01 2.93 1.60 0.39
H 1.56 2.61 0.82 0.40
H 0.59 -1.92 3.57 -0.47
H -0.42 -2.60 4.84 1.03
H 3.05 -2.72 4.36 0.23
H 2.01 -3.76 5.37 0.37
H 3.42 -2.95 6.07 0.43
H 0.01 -1.39 7.89 0.36
H 1.50 -2.28 8.15 0.43
H 0.21 -3.02 7.19 0.35
O 3.83 -1.54 -2.66 -0.50
C 2.97 -2.33 -3.30 0.41
O 3.14 -2.70 -4.42 -0.49
C 1.72 -2.74 -2.57 0.29
C 0.61 -3.22 -3.22 -0.55
N -0.32 -3.48 -2.28 -0.16
N 0.09 -3.24 -1.04 -0.02
C 1.36 -2.78 -1.21 0.13
C 1.97 -2.27 0.03 0.85
O 2.63 -1.19 -0.03 -0.65
O 1.32 -2.52 1.13 -0.43
H 3.52 -1.27 -1.78 0.40
H 0.45 -3.40 -4.27 0.54
H -1.24 -3.86 -2.43 0.20
```

Summary:
<S²>: 2.02
Energy above the lowest of the compared OMol25 structures with the same formula, charge and spin, kJ/mol: 0.0
HOMO (alpha / beta), eV: -13.63 / -13.63
Frontier orbital gap (alpha / beta), eV: 6.85 / 5.17
Charge: +2
DFT total energy, eV: -220735.601
2S+1: 3

=====

No. 8
Formula: C17H33BBr12O6PSi
Source: OMol25
Level of theory: wB97M-V/def2-TZVPD

```
71
Properties=species:S:1:pos:R:3:mulliken_charge:R:1
C -1.63 -4.96 3.48 -0.06
C -1.93 -4.36 2.49 -0.56
C -2.11 -3.49 1.32 -0.86
C -0.76 -3.05 0.65 0.76
B -0.16 -4.32 -0.12 0.80
O 0.12 -4.25 -1.48 -0.55
O 0.08 -5.55 0.51 -0.60
C -0.81 -6.57 0.07 -0.80
C 0.19 -2.43 1.71 -0.66
O 0.31 -1.06 1.47 -0.66
P 0.08 -0.70 -0.24 2.20
O -0.06 -0.34 -1.94 -0.53
C 0.97 -0.78 -2.79 -0.32
C 2.33 -0.09 -2.60 -0.42
O 3.36 -0.91 -2.06 -0.42
C 3.69 -0.70 -0.70 0.40
C 5.20 -0.74 -0.49 -1.05
Si -1.54 0.83 0.19 0.52
C -3.30 0.14 0.45 -1.09
C -1.06 1.74 1.79 -1.17
C -1.65 2.17 -1.14 -0.62
O -1.02 -2.07 -0.31 -0.60
H -1.48 -5.51 4.38 0.43
H -2.67 -2.61 1.65 0.11
H -2.70 -4.04 0.58 0.40
H 1.02 -3.95 -1.62 0.24
H -1.64 -6.65 0.78 0.23
H -0.27 -7.52 0.01 0.25
H -1.23 -6.37 -0.92 0.28
H 1.16 -2.96 1.74 0.20
H -0.18 -2.52 2.74 0.32
H 1.13 -1.66 -0.53 -0.72
H 1.02 0.42 -0.05 -0.29
H 1.10 -1.87 -2.76 -0.03
H 0.63 -0.53 -3.80 0.41
H 2.69 0.22 -3.59 0.34
H 2.18 0.82 -2.02 0.28
H 3.25 -1.50 -0.10 0.01
H 3.27 0.23 -0.31 0.08
H 5.62 -1.57 -1.05 0.29
H 5.69 0.20 -0.75 0.30
H 5.36 -0.90 0.58 0.12
H -3.36 -0.93 0.27 0.27
H -3.62 0.32 1.48 0.34
H -4.00 0.63 -0.23 0.25
H -1.09 1.04 2.63 0.27
H -0.05 2.13 1.66 0.27
H -1.73 2.59 1.96 0.36
H -2.28 2.97 -0.73 -0.07
H -2.08 1.76 -2.05 0.16
H -0.66 2.61 -1.31 0.25
C -5.77 3.85 -0.89 -0.32
Br -4.37 4.84 -0.03 -0.04
Br -7.20 5.01 -1.48 -0.02
Br -5.10 2.77 -2.33 -0.03
H -6.18 3.18 -0.15 0.38
C 7.88 -1.10 2.94 -0.41
Br 9.78 -1.08 3.26 -0.06
Br 7.30 0.49 2.04 0.11
Br 7.35 -2.71 2.03 -0.02
H 7.40 -1.12 3.91 0.41
C -9.58 8.20 -3.71 -0.29
Br -11.33 8.09 -4.51 -0.02
Br -9.60 7.55 -1.90 -0.05
Br -8.25 7.30 -4.76 -0.02
H -9.31 9.24 -3.67 0.34
C 6.30 4.55 2.06 -0.38
Br 5.63 4.19 3.82 0.01
Br 8.17 4.12 1.91 -0.03
Br 5.28 3.62 0.72 0.05
H 6.19 5.61 1.88 0.33
```

Summary:
HOMO, eV: -4.00
Frontier orbital gap, eV: 5.09
Charge: -1
DFT total energy, eV: -888801.147